57
Properties=species:S:1:pos:R:3:forces:R:3:nbo_charge:R:1 method="wB97M-V/def2-TZVPD" homo_ev=-17.5630 e_lumo_ev=-13.89 gap_ev=3.67 charge=+3
C 0.013 0.393 -6.098 -0.05 -1.39 0.66 -0.820
C 0.009 0.411 -4.622 0.12 4.42 2.47 1.057
H 0.019 1.410 -6.544 0.00 0.00 0.69 0.397
H -0.849 -0.194 -6.459 -0.22 0.17 0.20 0.376
H 0.868 -0.204 -6.457 0.23 0.16 0.21 0.377
O 0.018 0.856 -3.526 -0.08 -3.21 -5.81 -0.352
I -0.019 -3.240 -1.172 -0.05 1.93 -0.43 -0.014
Hf -0.012 -0.392 -1.469 0.08 -5.43 0.24 1.014
P 2.469 0.123 -1.318 2.49 0.44 1.39 0.863
C 3.103 1.452 -0.257 -0.26 0.31 0.12 -0.928
C 3.213 -1.398 -0.624 -0.49 -0.44 -0.02 -0.913
H 4.302 -1.315 -0.564 -0.09 0.26 -0.10 0.284
H 4.404 0.275 -2.657 -0.01 0.00 -0.17 0.301
H 2.946 -2.250 -1.260 0.18 0.14 0.14 0.263
H 3.053 -0.460 -3.559 0.24 -0.15 -0.07 0.241
H 2.730 1.322 0.769 0.09 -0.04 -0.28 0.294
H 2.804 -1.572 0.377 0.06 0.07 -0.15 0.297
C 3.334 0.335 -2.867 -0.18 0.13 -0.78 -0.949
H 4.200 1.398 -0.253 -0.23 0.02 -0.03 0.285
H 3.107 1.294 -3.339 0.15 0.07 0.11 0.252
H 2.781 2.433 -0.634 0.23 -0.22 0.11 0.256
P -2.464 0.197 -1.324 -2.69 0.44 1.17 0.855
C -3.012 1.525 -0.232 0.16 0.39 0.22 -0.936
C -3.323 0.489 -2.869 0.17 0.14 -0.80 -0.946
H -3.022 -2.164 -1.311 -0.18 0.19 0.16 0.263
H -4.389 -1.210 -0.668 0.19 0.33 -0.11 0.287
H -2.944 -1.506 0.335 -0.02 0.08 -0.13 0.292
C -3.297 -1.306 -0.682 0.55 -0.52 0.02 -0.911
H -3.054 -0.277 -3.599 -0.23 -0.16 -0.04 0.237
H -4.396 0.434 -2.674 0.04 0.02 -0.13 0.301
H -4.104 1.513 -0.168 0.09 -0.02 -0.09 0.286
H -2.682 2.501 -0.602 -0.14 -0.10 0.01 0.258
H -3.083 1.461 -3.305 -0.11 0.09 0.13 0.255
H -2.597 1.372 0.769 -0.05 -0.07 -0.15 0.295
C 0.061 1.741 -0.973 0.31 6.82 2.96 0.426
O 0.124 2.854 -0.602 -0.33 -5.34 -1.90 -0.360
C -1.754 -0.620 4.018 0.00 0.00 0.32 -0.638
C -0.713 -0.042 3.066 0.31 0.11 1.20 0.253
C -0.635 1.484 3.248 -0.15 -0.36 0.08 -0.635
O -1.179 -0.292 1.730 1.60 0.13 -3.21 -0.887
B -0.022 -0.325 0.889 0.41 -0.01 4.32 0.833
O 1.166 -0.462 1.724 -1.98 0.50 -3.22 -0.875
C 0.699 -0.733 3.055 -0.77 -0.49 1.34 0.248
C 1.732 -0.202 4.033 0.11 0.24 0.12 -0.638
C 0.591 -2.259 3.231 0.13 0.02 -0.03 -0.640
H -1.974 -1.685 3.838 0.17 0.49 0.02 0.234
H -2.690 -0.040 3.937 0.38 -0.30 -0.05 0.232
H -1.407 -0.499 5.054 -0.08 -0.13 -0.24 0.245
H -1.644 1.902 3.123 0.30 -0.04 0.01 0.226
H -0.308 1.713 4.273 -0.01 0.08 -0.41 0.256
H 0.040 1.942 2.509 -0.07 -0.05 0.32 0.200
H 1.427 -0.388 5.072 -0.02 0.07 -0.27 0.249
H 2.671 -0.747 3.874 -0.18 0.18 0.05 0.234
H 1.923 0.873 3.913 -0.08 -0.30 0.00 0.224
H -0.135 -2.716 2.535 0.24 0.20 0.31 0.212
H 1.586 -2.690 3.043 -0.33 0.04 0.03 0.229
H 0.316 -2.512 4.271 0.05 0.12 -0.53 0.252

---

15
Properties=species:S:1:pos:R:3:forces:R:3:nbo_charge:R:1 method="wB97M-V/def2-TZVPD" de_lowest_kcal_mol=104.6 homo_ev=-2.7907 e_lumo_ev=3.65 gap_ev=6.44 charge=-1
C 2.219 -0.807 -0.032 4.88 -1.49 0.05 -0.145
C 1.072 -0.696 0.156 -4.10 1.14 0.76 -0.225
C 3.677 -1.071 -0.055 -0.46 -1.93 -0.54 -0.684
C -1.954 1.732 0.145 0.50 0.24 -2.76 -0.694
C -1.720 0.236 0.015 0.58 0.99 0.35 -0.138
N -2.799 -0.417 -0.210 3.00 -0.59 0.78 -0.146
O -2.932 -1.699 -0.178 -0.66 -1.33 -0.32 -0.710
H 3.996 -2.083 0.523 -0.89 2.39 -1.22 0.209
H 4.099 -0.192 0.466 0.66 -0.58 -0.80 0.225
H 3.898 -1.258 -1.180 0.53 0.74 1.99 0.222
H -2.796 2.141 -0.438 -0.87 -0.25 0.52 0.150
H -1.194 2.423 -0.292 0.36 -0.95 0.38 0.186
H -1.977 1.955 1.164 -0.44 0.67 1.77 0.197
H 0.010 -0.351 0.290 -0.03 -0.57 -0.34 0.263
H -3.600 0.087 -0.373 -3.05 1.54 -0.63 0.288

---

58
Properties=species:S:1:pos:R:3:forces:R:3:nbo_charge:R:1 method="wB97M-V/def2-TZVPD" de_lowest_kcal_mol=0.0 homo_ev="-10.3650 / -10.1399" e_lumo_ev="-3.92 / -4.56" gap_ev="6.44 / 5.58" s_squared=2.069 spin_multiplicity=3 charge=+1
Ni -0.768 0.498 0.154 -0.39 0.17 0.55 0.747
Br 0.229 5.908 5.882 -0.07 0.08 0.01 0.103
C 1.301 4.369 5.763 0.02 0.00 -0.05 -0.069
C 1.851 4.020 4.535 -0.01 -0.06 0.11 -0.216
C 2.629 2.886 4.436 -0.06 0.07 0.02 -0.223
C 2.847 2.102 5.570 0.50 -0.28 0.29 0.113
C 2.335 2.488 6.807 -0.08 0.19 0.03 -0.197
C 1.542 3.616 6.904 0.06 -0.11 0.01 -0.234
N 3.626 0.919 5.591 -0.31 0.41 -0.43 -0.111
N 3.904 0.347 4.500 0.06 -0.07 0.27 -0.076
C 3.128 0.080 3.475 0.16 -0.10 -0.13 0.098
C 3.816 -0.273 2.258 -0.14 0.00 -0.15 -0.114
C 3.181 -0.376 1.068 -0.06 0.05 0.21 -0.253
C 1.761 -0.162 1.001 -0.19 -0.03 -0.15 0.501
O 1.119 -0.162 -0.072 0.31 0.04 0.13 -0.667
C 1.019 0.006 2.270 0.06 -0.06 -0.19 0.103
N -0.315 0.045 2.133 0.12 0.07 -0.04 -0.494
C -1.060 0.136 3.224 0.07 0.02 0.07 0.066
C -0.498 0.167 4.501 -0.02 -0.04 -0.12 -0.213
C 0.873 0.148 4.640 -0.07 -0.03 0.13 -0.129
C 1.670 0.088 3.493 -0.04 -0.02 -0.01 -0.083
H 1.672 4.623 3.660 -0.03 0.07 -0.08 0.243
H 3.051 2.633 3.477 0.07 -0.06 -0.12 0.241
H 2.564 1.887 7.677 -0.01 -0.02 0.03 0.241
H 1.121 3.912 7.853 -0.01 0.03 0.03 0.242
H 4.888 -0.395 2.334 0.02 0.02 0.00 0.248
H 3.708 -0.585 0.149 0.03 0.00 -0.03 0.238
H -2.131 0.181 3.072 -0.03 0.01 0.00 0.223
H -1.141 0.211 5.367 -0.02 0.01 0.04 0.241
H 1.325 0.182 5.624 -0.14 -0.11 -0.14 0.242
C -1.693 -2.787 0.133 0.09 -0.01 0.16 -0.971
As -2.439 -1.524 -1.100 -0.21 0.00 -0.05 1.436
C -3.973 -2.419 -1.829 -0.15 0.04 -0.01 -0.975
C -1.203 -1.385 -2.562 0.15 0.07 -0.05 -0.978
S -3.000 0.357 -0.276 0.23 -0.20 -0.18 -0.676
H -1.560 -3.736 -0.385 0.01 -0.01 0.03 0.248
H -2.388 -2.909 0.964 0.06 -0.01 -0.03 0.255
H -0.737 -2.414 0.499 -0.09 -0.04 -0.03 0.255
H -3.669 -3.331 -2.340 0.01 0.00 0.01 0.247
H -4.469 -1.745 -2.527 -0.01 -0.05 0.03 0.258
H -4.650 -2.658 -1.009 0.00 0.01 -0.07 0.255
H -1.040 -2.376 -2.984 -0.01 0.00 -0.04 0.249
H -0.251 -0.984 -2.204 -0.11 -0.02 -0.02 0.258
H -1.632 -0.724 -3.315 0.04 -0.03 0.03 0.256
O 1.289 2.871 1.131 -0.35 -0.07 -0.16 -0.995
S 0.064 2.764 0.267 0.63 -0.14 0.02 1.196
C -0.700 4.405 0.200 -0.05 0.03 0.01 -0.594
C -0.919 4.734 -1.270 0.14 0.02 -0.02 -0.412
C 0.358 4.262 -1.975 -0.08 -0.03 0.00 -0.414
C 0.583 2.833 -1.485 -0.08 0.14 -0.04 -0.599
H 0.069 5.041 0.641 -0.02 0.06 0.04 0.248
H -1.588 4.418 0.827 -0.05 0.00 -0.03 0.248
H -1.099 5.801 -1.399 0.02 -0.01 -0.02 0.240
H -1.791 4.204 -1.661 0.00 -0.03 0.00 0.215
H 1.199 4.898 -1.692 0.00 0.00 0.03 0.219
H 0.272 4.293 -3.061 -0.02 0.01 0.02 0.233
H 1.612 2.476 -1.493 0.02 0.03 -0.03 0.260
H -0.043 2.127 -2.039 0.03 0.04 0.09 0.225

---

Quick rundown of M, same order as above: 655.58, 98.12, 642.12 g/mol